This record from the Open Molecules 2025 dataset describes C39H32N2O4P2Pd as an isolated structure. The level of theory is wB97M-V/def2-TZVPD.

Computed properties:
Maximum force (eV Å⁻¹): 0.20
Kohn-Sham gap (alpha / beta) (eV): 7.79 / 5.80
Highest occupied orbital energy (alpha / beta) (eV): -12.97 / -14.36

Geometry as ORCA input:
```
! wB97M-V def2-TZVPD RIJCOSX def2/J DEFGRID3
* xyz 2 5
Pd 0.22359 -1.30455 -0.53691
O -3.70365 -1.44422 -1.96494
C -2.54615 -2.13081 -1.86293
O -1.68330 -2.07428 -2.69282
C -2.36109 -2.96593 -0.62836
C -3.27546 -3.88854 -0.17131
C -2.87047 -4.77523 0.82827
C -1.57286 -4.72652 1.30152
C -0.71832 -3.74804 0.80987
N -1.13721 -2.87223 -0.09595
C 0.75277 -3.65936 1.17492
O 1.19284 -4.37181 2.04593
O 1.41880 -2.78633 0.47796
H -4.26071 -3.94323 -0.61354
H -3.56061 -5.52179 1.19767
H -1.18753 -5.42823 2.02840
C -0.64867 2.19526 -0.54000
N 0.55550 2.20871 0.28567
C 0.39868 1.55867 1.59184
P 0.83479 -0.25799 1.53608
C 2.58920 -0.27264 1.90301
C 3.50662 -0.65701 0.93153
C 4.86698 -0.54852 1.18351
C 5.30740 -0.06611 2.40692
C 4.39410 0.31223 3.38739
C 3.03651 0.21129 3.13799
C -0.09260 -0.96210 2.90300
C -1.46374 -0.68524 2.97947
C -2.24447 -1.30023 3.94043
C -1.66657 -2.21399 4.81626
C -0.31741 -2.51621 4.72218
C 0.47458 -1.89639 3.76590
C 1.72398 2.74616 -0.13304
C 2.86482 2.75951 0.72551
C 4.04172 3.31193 0.29744
C 4.13534 3.87920 -0.97827
C 3.02316 3.88457 -1.82981
C 1.83618 3.33396 -1.42990
P -0.96738 0.61430 -1.52895
C -0.21238 0.86954 -3.15225
C 1.17350 0.68925 -3.21689
C 1.84517 0.81350 -4.42026
C 1.13089 1.09641 -5.57800
C -0.24770 1.24181 -5.52835
C -0.92332 1.12653 -4.32138
C -2.76798 0.79588 -1.65427
C -3.29034 1.94923 -2.17441
C -4.67004 2.22532 -2.15432
C -5.56345 1.32778 -1.52692
C -5.11528 0.17045 -0.99281
C -3.69137 -0.25417 -1.09021
H -0.67516 3.05850 -1.19923
H -1.50095 2.28028 0.13119
H -0.64879 1.63721 1.87075
H 0.97546 2.07041 2.35921
H 3.16870 -1.07439 -0.00854
H 5.58083 -0.85997 0.43318
H 6.36871 0.00195 2.60685
H 4.74119 0.67303 4.34626
H 2.32506 0.51227 3.89888
H -1.92822 0.00732 2.28381
H -3.29987 -1.07258 4.00936
H -2.27577 -2.69590 5.56934
H 0.12476 -3.24528 5.38714
H 1.51744 -2.16975 3.67497
H 2.81835 2.32740 1.71179
H 4.89844 3.31353 0.95704
H 5.06589 4.32304 -1.30566
H 3.09706 4.33135 -2.81174
H 1.00235 3.34318 -2.11380
H 1.73468 0.43680 -2.31849
H 2.91601 0.66550 -4.46302
H 1.64871 1.17978 -6.52406
H -0.80470 1.43044 -6.43605
H -2.00117 1.20096 -4.30641
H -2.63269 2.69568 -2.60708
H -5.03816 3.13873 -2.59916
H -6.61536 1.57372 -1.47482
H -5.79191 -0.53330 -0.52611
H -3.33790 -0.59969 -0.10745
*
```

***

This record from the Open Molecules 2025 dataset describes a 3-piece molecular cluster, C21H31ClNO10S2 overall at a distorted geometry. The level of theory is wB97M-V/def2-TZVPD.

Computed properties:
Maximum force (eV Å⁻¹): 9.55
Kohn-Sham gap (eV): 7.19
Highest occupied orbital energy (eV): -12.30

Geometry as ORCA input:
```
! wB97M-V def2-TZVPD RIJCOSX def2/J DEFGRID3
* xyz 1 1
C 1.50724 3.15225 -2.05387
O 0.58291 3.01409 -3.18991
C -0.75093 3.56131 -2.90027
N -1.31392 3.20362 -1.54285
C -1.73433 4.39469 -0.65729
C -2.41263 4.25552 0.83045
C -2.91240 5.51465 1.77333
C -4.54791 5.68685 1.47065
O -4.92404 5.66808 0.16134
Cl -5.84462 5.88026 2.78559
C -2.65267 2.74046 1.41997
C -3.34903 2.38192 2.88052
O -4.70879 2.39132 2.88814
O -2.56721 2.04069 4.07982
C -2.20477 1.47927 0.47185
C -1.53195 1.78830 -1.02803
C -1.15924 0.46812 -1.92533
C -2.57367 0.00425 -2.67986
O -2.84622 -1.43069 -2.50428
C -3.31769 -1.61743 -1.10070
O -2.67635 -2.56598 -0.39262
H 1.19772 2.52743 -1.09574
H 2.54066 2.67214 -2.41000
H 1.77493 4.27713 -1.78615
H -1.49203 3.12778 -3.72464
H -0.74575 4.73825 -3.03549
H -1.58969 5.50368 -1.07098
H -2.34338 6.48264 1.44549
H -2.76741 5.32012 2.93688
H -1.66596 2.48478 3.92323
H -2.37008 0.34908 0.81858
H -0.81899 -0.37840 -1.15650
H -0.26403 0.60253 -2.66650
H -2.56458 0.35928 -3.80074
H -3.45512 0.60745 -2.15749
H -4.15936 -0.93499 -0.65721
C 1.14441 -3.62000 2.45965
C 0.48947 -3.19064 3.77164
C 0.40439 -1.66526 3.76409
S 0.30832 -1.17866 2.04780
O 1.50732 -0.44060 1.71048
O -1.01981 -0.66932 1.77016
C 0.44651 -2.82068 1.36935
H 1.04960 -4.69677 2.29173
H 2.21252 -3.37281 2.48140
H -0.51963 -3.61610 3.83186
H 1.04961 -3.55053 4.64033
H -0.48344 -1.30927 4.29281
H 1.30142 -1.21224 4.19510
H 1.00585 -2.79221 0.43269
H -0.56589 -3.19602 1.19269
C 3.77814 -4.58263 -2.23231
C 3.59986 -3.16099 -2.76313
C 3.68993 -2.21122 -1.56986
S 4.72639 -3.02302 -0.36222
O 3.92302 -3.32962 0.80257
O 5.99054 -2.32035 -0.26936
C 4.97137 -4.52450 -1.29020
H 3.93950 -5.30098 -3.04136
H 2.87973 -4.88728 -1.68232
H 4.40196 -2.93466 -3.47612
H 2.64851 -3.04249 -3.29112
H 4.13906 -1.25497 -1.84985
H 2.70898 -2.04371 -1.11673
H 5.02560 -5.37812 -0.61242
H 5.90805 -4.42483 -1.84674
*
```

***

This record from the Open Molecules 2025 dataset describes the molecule CH6OSi2 at a distorted geometry. The level of theory is wB97M-V/def2-TZVPD.

Computed properties:
Maximum force (eV Å⁻¹): 9.38
Kohn-Sham gap (eV): 9.17
SMILES: O=C[SiH2][SiH3]
Energy above the lowest of the compared OMol25 structures with the same formula, charge and spin (kcal per mole): 82.1
Highest occupied orbital energy (eV): -9.97

Geometry as ORCA input:
```
! wB97M-V def2-TZVPD RIJCOSX def2/J DEFGRID3
* xyz 0 1
C -2.17542 0.03040 0.47310
O -2.90790 -0.94255 -0.30781
Si 1.04070 -0.78504 -0.22223
Si -0.68253 0.77420 -0.37736
H -2.53598 0.13435 1.48703
H 1.63528 -0.77954 1.11813
H 0.62120 -2.15307 -0.52117
H 2.10554 -0.42274 -1.16333
H -0.40954 2.03141 0.33204
H -1.09008 1.08727 -1.74594
*
```